Record 1
Formula: C4H8O
Source: the OMol25 dataset
Level of theory: ωB97M-V/def2-TZVPD

XYZ file:
```
13
Properties=species:S:1:pos:R:3:forces:R:3
C 0.20398 1.25572 1.20366 0.0 -0.1 0.0
C 0.03334 0.32200 0.06157 -1.1 0.5 1.0
C -1.26741 -0.25532 -0.34587 0.0 0.0 -0.2
C 1.09875 -1.22220 -1.14355 0.6 -0.1 0.1
O 1.12937 0.02061 -0.57941 0.8 -0.4 -0.7
H 0.46010 0.69096 2.11555 0.0 0.1 -0.1
H 1.02750 1.95227 1.01370 -0.1 0.0 0.0
H -0.72427 1.79547 1.41167 0.2 0.0 -0.1
H -1.59292 -1.16775 0.16891 0.1 0.1 0.0
H -1.15026 -0.54715 -1.40780 -0.2 0.1 0.2
H -2.05296 0.50002 -0.20202 0.1 -0.2 0.0
H 0.99105 -1.98828 -0.38575 -0.3 -0.2 -0.3
H 1.84374 -1.35635 -1.91064 0.1 0.1 0.0
```
Positions in Å, forces in eV/Å.

Summary:
E_LUMO (alpha / beta) = 0.0263 / 0.0371 Eh
max |F| = 1.55 eV/A
total charge = 0
Kohn-Sham gap (alpha / beta) = 0.2692 / 0.3177 Eh

Record 2
Formula: C45H39CaCl2N5O10PSe2Te
Source: the OMol25 dataset
Level of theory: ωB97M-V/def2-TZVPD

XYZ file:
```
106
Properties=species:S:1:pos:R:3:forces:R:3
Ca -0.27857 0.11393 0.00424 -0.7 0.6 0.1
Se 0.91124 1.27957 -2.52960 0.2 -0.1 -0.1
P 2.33868 -0.03036 -3.48441 0.0 0.0 0.0
Se 2.39340 -2.13515 -3.10457 0.0 0.0 0.0
C 2.16234 0.28339 -5.28704 0.0 -0.1 0.0
C 1.62258 -0.68490 -6.12332 0.0 0.0 0.0
C 1.43875 -0.41998 -7.47445 0.0 0.0 0.0
C 1.80290 0.81090 -8.00059 0.0 0.0 0.0
C 2.34718 1.78104 -7.16819 0.0 0.0 0.0
C 2.52104 1.51978 -5.81801 0.0 0.0 0.0
C 4.03229 0.64542 -3.20466 0.0 0.0 0.0
C 5.13051 -0.02817 -3.73822 0.0 0.0 0.0
C 6.41023 0.47869 -3.57765 0.0 -0.1 0.0
C 6.61156 1.65118 -2.85633 0.0 0.0 0.0
C 5.52434 2.31640 -2.31103 0.0 0.0 0.0
C 4.23719 1.82111 -2.49512 0.0 0.0 0.0
H 1.35980 -1.64752 -5.70109 0.0 0.0 0.0
H 1.01069 -1.18007 -8.11723 0.0 0.0 0.0
H 1.66183 1.01627 -9.05522 0.0 0.0 0.0
H 2.63090 2.74654 -7.56959 0.0 0.0 0.0
H 2.92837 2.28558 -5.16834 0.0 0.0 0.0
H 4.96570 -0.96123 -4.26554 0.0 0.0 0.0
H 7.25627 -0.04923 -4.00221 0.0 0.0 0.0
H 7.61381 2.03924 -2.71659 0.0 0.0 0.0
H 5.66945 3.22507 -1.73884 0.0 0.0 0.0
H 3.38118 2.33438 -2.07421 0.0 0.0 0.0
C -3.46942 -1.99332 2.64497 0.0 0.0 -0.1
C -2.20154 -2.70282 2.70686 0.0 0.1 0.0
N -1.18732 -3.23928 2.71501 0.0 -0.1 0.1
H -3.55243 -1.31003 3.48937 0.0 0.0 0.0
H -4.29452 -2.70323 2.66135 0.0 0.0 0.0
H -3.47268 -1.42036 1.71106 0.0 0.1 0.1
Cl 1.83383 2.04252 2.95273 0.1 0.0 -0.1
C 1.71720 3.39590 1.80238 0.0 -0.1 0.1
Cl 3.06727 3.32686 0.62728 0.0 0.0 0.0
C 0.34712 3.43344 1.05757 -0.1 0.1 -0.1
O -0.16983 4.54608 1.06488 0.0 0.0 0.0
O -0.05390 2.36162 0.54032 0.2 -0.3 0.0
H 1.84702 4.31013 2.36551 0.0 0.0 0.0
O -4.46249 3.28367 5.56805 0.0 0.0 0.0
N -3.53297 2.60798 5.97992 0.1 0.1 0.0
O -3.22574 2.55213 7.16547 0.0 0.0 0.0
C -2.75734 1.84267 5.02332 0.1 -0.1 0.1
C -1.75225 1.03427 5.49187 -0.1 0.0 -0.1
C -0.98265 0.32577 4.56564 0.0 0.1 0.0
C -1.17938 0.40034 3.14073 0.0 -0.2 0.1
O -0.42220 -0.17845 2.32837 0.0 0.0 -0.3
C -2.36895 1.16057 2.73801 -0.1 0.0 0.0
C -3.07818 1.91459 3.66376 0.0 0.0 -0.2
N -2.84252 1.14888 1.42443 0.0 -0.1 0.1
O -2.52316 0.15816 0.61489 0.4 0.2 -0.1
O -3.73550 1.95912 1.08451 -0.1 0.0 0.0
N 0.07657 -0.47348 5.12913 -0.2 0.0 0.0
O 1.04128 -0.79725 4.45045 0.2 0.0 -0.2
O -0.02236 -0.80739 6.30668 0.0 0.0 0.2
H -1.53598 0.96433 6.54405 0.0 0.0 0.0
H -3.90059 2.51763 3.31672 0.0 0.0 0.0
C 6.99410 -3.14142 -1.93596 0.0 0.0 0.0
C 5.82354 -2.97453 -1.00757 0.0 0.1 0.0
C 5.08448 -4.06329 -0.58211 0.0 0.0 0.0
C 3.95638 -3.92086 0.22350 0.0 -0.1 0.0
C 3.18663 -5.16649 0.57236 0.0 0.0 0.0
C 3.58530 -2.64047 0.62443 0.0 0.1 0.1
Te 1.85982 -2.21184 1.80664 0.2 0.1 0.1
N 0.67564 -2.16134 0.30943 -0.3 0.0 0.2
C -0.19689 -2.67325 -0.56471 0.3 -0.1 -0.2
O -0.82881 -1.87535 -1.27936 -0.1 -0.1 0.1
C -0.37689 -4.13515 -0.84671 0.1 0.0 0.0
C -0.31909 -5.11627 0.12639 -0.1 0.0 0.0
C -0.47231 -6.45440 -0.20813 0.0 0.0 0.0
C -0.66968 -6.81675 -1.53263 0.0 0.0 0.0
C -0.72753 -5.83470 -2.51508 0.0 0.0 0.0
C -0.59348 -4.49825 -2.17376 0.0 0.0 0.0
C 2.19400 -3.83533 3.20595 -0.1 0.0 -0.1
C 1.39428 -4.94891 3.41581 0.1 0.1 0.1
C 1.71826 -5.87358 4.39667 0.0 0.0 0.0
C 2.83874 -5.67404 5.18652 0.0 0.0 0.0
C 3.60687 -4.53646 5.00839 0.0 0.0 0.0
C 3.29863 -3.59064 4.03252 0.0 0.0 0.0
C 4.13368 -2.33864 3.94268 0.0 0.0 0.0
C 4.30333 -1.51505 0.19084 0.0 0.0 0.0
C 3.87688 -0.10600 0.49876 0.0 0.0 0.0
C 5.41862 -1.70580 -0.61064 0.0 0.0 0.0
H 7.26151 -4.19223 -2.05184 0.0 0.0 0.0
H 7.86902 -2.59941 -1.57160 0.0 0.0 0.0
H 6.74882 -2.74263 -2.92227 0.0 0.0 0.0
H 5.36190 -5.05969 -0.91271 0.0 0.0 0.0
H 3.18078 -5.84514 -0.28155 0.0 0.0 0.0
H 2.15091 -4.95769 0.82076 0.0 0.0 -0.1
H 3.63392 -5.68748 1.42314 0.0 0.0 0.0
H -0.19550 -4.81775 1.15239 0.0 0.0 0.1
H -0.43716 -7.21132 0.56662 0.0 0.0 0.0
H -0.78208 -7.86094 -1.79959 0.0 0.0 0.0
H -0.87523 -6.11238 -3.55153 0.0 0.0 0.0
H -0.63029 -3.71453 -2.91837 0.0 0.0 0.0
H 0.49182 -5.08399 2.84723 0.0 0.0 -0.1
H 1.08361 -6.73751 4.54964 0.0 0.0 0.0
H 3.09965 -6.38742 5.95864 0.0 0.0 0.0
H 4.46003 -4.35543 5.65239 0.0 0.0 0.0
H 4.87268 -2.32542 4.74297 0.0 0.0 0.0
H 3.51193 -1.44637 4.06128 0.0 0.0 0.0
H 4.66581 -2.26561 2.99165 0.0 0.0 0.0
H 3.73282 0.08297 1.56373 0.0 0.0 0.0
H 2.94059 0.14007 -0.01420 0.0 0.0 0.0
H 4.61602 0.60442 0.13292 0.0 0.0 0.0
H 5.95881 -0.83489 -0.96693 0.0 0.0 0.0
```
Positions in Å, forces in eV/Å.

Summary:
E_LUMO (alpha / beta) = 0.1267 / 0.1267 Eh
max |F| = 0.97 eV/A
2S+1 = 2
total charge = -2
Kohn-Sham gap (alpha / beta) = 0.1679 / 0.2438 Eh

Record 3
Formula: C4H3O2
Source: the OMol25 dataset
Level of theory: ωB97M-V/def2-TZVPD

XYZ file:
```
9
Properties=species:S:1:pos:R:3:forces:R:3
C 0.91839 1.20691 0.61186 0.9 0.2 0.7
C 0.17692 2.70597 -0.71432 0.5 0.2 -1.5
C 1.22502 1.74852 1.69819 0.3 -0.6 -0.1
C 0.52528 -0.05312 0.00152 1.2 1.4 -2.9
O 0.73414 2.57517 -1.73880 -0.7 0.1 1.3
O 1.55112 2.35434 2.68465 0.0 0.5 0.5
H 1.09827 -0.37090 -0.93439 0.0 0.4 1.2
H -0.38918 0.21696 -0.44882 -1.9 -0.5 -0.6
H 0.44177 -0.87912 0.60998 -0.3 -1.8 1.5
```
Positions in Å, forces in eV/Å.

Summary:
E_LUMO = 0.1599 Eh
max |F| = 3.40 eV/A
total charge = -1
Kohn-Sham gap = 0.2495 Eh

Record 4
Formula: C9H16N4S
Source: the OMol25 dataset
Level of theory: ωB97M-V/def2-TZVPD

XYZ file:
```
30
Properties=species:S:1:pos:R:3:forces:R:3
N -4.60988 -1.12246 -0.64511 2.4 -3.9 -0.4
C -3.28734 -0.61476 -0.26481 0.9 -0.5 2.8
N -2.66948 -1.19106 0.78916 0.8 2.4 -2.3
N -1.52424 -0.44958 1.18497 -2.3 0.7 0.1
C -1.43290 0.77454 0.64785 1.4 -4.4 1.2
C -0.24330 1.56880 1.04122 1.3 3.4 -2.3
C 1.04084 1.73881 -0.03794 -1.4 3.0 4.6
N 1.96224 0.77629 0.11821 2.7 -6.4 1.7
C 1.38328 -0.63981 0.02652 -3.0 2.2 -0.3
C 2.38999 -1.76667 -0.31017 -3.1 -0.5 0.5
C 3.69272 -1.42666 0.47474 1.0 -2.6 -0.4
C 4.12183 -0.31721 -0.40821 3.3 0.5 -0.9
C 3.14653 0.74398 -0.65669 -0.1 7.4 -3.8
S -2.46475 0.94688 -0.65987 -2.3 -0.3 -1.0
H -4.58679 -2.13682 -0.05623 -0.3 3.6 -1.7
H -4.51320 -1.53838 -1.64814 -0.3 1.3 1.9
H 0.24597 1.26135 2.03273 -1.3 0.7 -1.4
H -0.59810 2.69804 0.86846 0.7 -2.1 1.6
H 1.54761 2.64110 0.49340 -1.0 -0.6 -1.6
H 0.74622 1.92401 -1.02734 -0.9 0.5 -1.7
H 0.57258 -0.95357 0.83697 2.4 1.1 -1.0
H 0.66816 -0.29682 -0.80508 0.5 -2.2 0.0
H 1.58671 -2.59592 -0.09380 2.6 0.4 -0.3
H 2.50849 -1.64428 -1.39403 0.4 -0.8 0.2
H 3.40374 -1.22706 1.52786 0.6 0.2 -0.7
H 4.71586 -2.11287 0.43211 -3.2 0.8 0.4
H 4.53752 -0.80320 -1.39162 -1.0 1.0 1.7
H 4.96380 0.24088 0.00338 0.4 -0.5 0.2
H 3.03123 1.02146 -1.88433 -0.6 -1.6 2.4
H 3.62584 1.91366 -0.54215 -0.7 -2.9 0.4
```
Positions in Å, forces in eV/Å.

Summary:
E_LUMO = 0.0176 Eh
max |F| = 8.25 eV/A
total charge = 0
Kohn-Sham gap = 0.3091 Eh